## A
Below is a 2-piece molecular cluster, C3H7NO overall, with properties calculated with ωB97M-V/def2-TZVPD.

Output
Gap between HOMO and LUMO in eV: 10.586
Total charge: 0
SMILES: CC=O.C=N
HOMO level in eV: -9.643
E_LUMO in hartree: 0.0346
2S+1: 1

Bonds (Å) are listed after each position.
Geometry (Å):
1 C 1.97571 1.96204 -1.89365  C2 1.501, H4 1.090, H5 1.084, H6 1.099
2 C 2.15968 0.76166 -1.01231  C1 1.501, O3 1.195, H7 1.112
3 O 2.79217 0.64229 -0.00495  C2 1.195
4 H 2.28997 1.72764 -2.91021  C1 1.090
5 H 0.98559 2.40178 -1.92719  C1 1.084
6 H 2.71800 2.67561 -1.50978  C1 1.099
7 H 1.75822 -0.17243 -1.46330  C2 1.112
8 C -2.57936 -2.14184 2.12568  N9 1.259, H10 1.094, H11 1.105
9 N -3.54630 -1.45421 1.70357  C8 1.259, H12 1.014
10 H -1.60168 -2.21222 1.63924  C8 1.094
11 H -2.69934 -2.96086 2.85778  C8 1.105
12 H -4.25266 -1.22947 2.39511  N9 1.014

## B
Below is a single C3H7NO molecule, with properties calculated with ωB97M-V/def2-TZVPD.

Output
Gap between HOMO and LUMO in eV: 10.805
Total charge: 0
SMILES: CCNC=O
HOMO level in eV: -9.826
E_LUMO in hartree: 0.0360
2S+1: 1

Bonds (Å) are listed after each position.
Geometry (Å):
1 C 0.53251 -0.51957 -1.28763  C2 1.519, H6 1.082, H7 1.093, H8 1.095
2 C 0.09815 0.66517 -0.44173  C1 1.519, N3 1.451, H9 1.089, H10 1.094
3 N 0.15049 0.40477 0.98511  C2 1.451, C4 1.373, H11 1.012
4 C -0.93993 -0.13914 1.61747  N3 1.373, O5 1.208, H12 1.105
5 O -0.90888 -0.69011 2.69232  C4 1.208
6 H -0.20261 -1.31368 -1.27995  C1 1.082
7 H 1.50838 -0.86309 -0.93535  C1 1.093
8 H 0.73532 -0.20432 -2.31628  C1 1.095
9 H 0.72811 1.53353 -0.62902  C2 1.089
10 H -0.83882 1.12002 -0.77630  C2 1.094
11 H 1.01449 -0.00379 1.31910  N3 1.012
12 H -1.87721 0.01021 1.05227  C4 1.105

What should be chosen as the least stable of them? Choose A.

## A
Below is a 2-piece molecular cluster, C3H7NO overall, with properties calculated with ωB97M-V/def2-TZVPD.

Output
Gap between HOMO and LUMO in eV: 9.832
Total charge: 0
HOMO level in eV: -8.902
E_LUMO in hartree: 0.0342
2S+1: 1

Bonds (Å) are listed after each position.
Geometry (Å):
1 C -1.07165 0.86407 0.53202  H6 1.081, H7 1.079, H8 1.126
2 C -0.51596 -0.80493 -0.54958  N3 1.426, H9 1.125, H10 1.087
3 N 0.88943 -0.67057 -0.75306  C2 1.426, C4 1.352, H11 1.012
4 C 1.48875 -0.03269 0.27780  N3 1.352, O5 1.218, H12 1.093
5 O 0.90385 0.08556 1.33968  C4 1.218
6 H -1.99338 0.47963 0.94581  C1 1.081
7 H -1.17224 1.57259 -0.27564  C1 1.079
8 H -0.61498 1.45352 1.37564  C1 1.126
9 H -0.93170 -1.19898 -1.51829  C2 1.125
10 H -0.74796 -1.53510 0.22126  C2 1.087
11 H 1.31002 -0.64919 -1.67364  N3 1.012
12 H 2.45583 0.43610 0.07800  C4 1.093

## B
Below is a single C3H7NO molecule, with properties calculated with ωB97M-V/def2-TZVPD.

Output
Gap between HOMO and LUMO in eV: 10.638
Total charge: 0
SMILES: C[C@]1(N)CO1
HOMO level in eV: -9.672
E_LUMO in hartree: 0.0355
2S+1: 1

Bonds (Å) are listed after each position.
Geometry (Å):
1 C -0.99988 0.45332 -0.52499  C2 1.526, H6 1.092, H7 1.100, H8 1.088
2 C 0.36119 0.12693 0.08199  C1 1.526, N3 1.426, C4 1.450, O5 1.390
3 N 1.48683 -0.09577 -0.76414  C2 1.426, H9 1.019, H10 1.018
4 C 0.08281 -0.60604 1.30116  C2 1.450, O5 1.521, H11 1.104, H12 1.067
5 O 0.43590 0.87256 1.25211  C2 1.390, C4 1.521
6 H -1.36587 -0.39210 -1.11161  C1 1.092
7 H -1.71631 0.65993 0.28384  C1 1.100
8 H -0.91508 1.35812 -1.12323  C1 1.088
9 H 1.29022 -0.94996 -1.28388  N3 1.019
10 H 1.56206 0.65252 -1.44993  N3 1.018
11 H -0.91188 -1.08175 1.25259  C4 1.104
12 H 0.69002 -0.99777 2.08609  C4 1.067

What should be chosen as the least stable of them? Choose A.

## A
Below is a single C3H5NO3 molecule, with properties calculated with ωB97M-V/def2-TZVPD.

Output
Gap between HOMO and LUMO in eV: 10.290
Total charge: 0
SMILES: O=CNCC(=O)O
HOMO level in eV: -9.836
E_LUMO in hartree: 0.0167
2S+1: 1

Bonds (Å) are listed after each position.
Geometry (Å):
1 O -0.24288 0.80217 2.93418  C2 1.214
2 C -0.11040 1.27105 1.82223  O1 1.214, N3 1.368, H8 1.101
3 N -0.39257 0.54082 0.70019  C2 1.368, C4 1.513, H9 1.006
4 C 0.69465 0.20589 -0.29723  N3 1.513, C5 1.489, H10 1.094, H11 1.084
5 C 0.13596 -0.55130 -1.45180  C4 1.489, O6 1.186, O7 1.356
6 O 0.15566 -0.26616 -2.60251  C5 1.186
7 O -0.28402 -1.74897 -0.97491  C5 1.356, H12 0.966
8 H 0.25551 2.29661 1.65690  C2 1.101
9 H -1.09420 -0.17724 0.77178  N3 1.006
10 H 1.19441 1.11898 -0.63332  C4 1.094
11 H 1.41720 -0.25021 0.37059  C4 1.084
12 H -0.59624 -2.47397 -1.53091  O7 0.966

## B
Below is a single C3H5NO3 molecule, with properties calculated with ωB97M-V/def2-TZVPD.

Output
Gap between HOMO and LUMO in eV: 10.929
Total charge: 0
SMILES: C=C(C)O[N+](=O)[O-]
HOMO level in eV: -10.478
E_LUMO in hartree: 0.0166
2S+1: 1

Bonds (Å) are listed after each position.
Geometry (Å):
1 C -0.77198 1.30765 0.63755  C2 1.309, H8 1.089, H9 1.134
2 C -0.22977 0.13252 0.44258  C1 1.309, C3 1.596, O4 1.423
3 C -1.00249 -0.95054 -0.43812  C2 1.596, H10 1.143, H11 1.149, H12 1.138
4 O 1.06279 -0.19375 0.93955  C2 1.423, N5 1.477
5 N 2.10373 -0.08705 -0.10304  O4 1.477, O6 1.187, O7 1.191
6 O 3.18599 -0.34528 0.31008  N5 1.187
7 O 1.77660 0.25701 -1.19485  N5 1.191
8 H -0.38210 2.08264 1.29524  C1 1.089
9 H -1.83863 1.30501 0.25361  C1 1.134
10 H -1.64215 -1.73428 0.09481  C3 1.143
11 H -1.85032 -0.36214 -0.94304  C3 1.149
12 H -0.41168 -1.41180 -1.29438  C3 1.138

## C
Below is a single C3H5NO3 molecule, with properties calculated with ωB97M-V/def2-TZVPD.

Output
Gap between HOMO and LUMO in eV: 9.457
Total charge: 0
SMILES: CC(=O)C(=O)NO
HOMO level in eV: -9.668
E_LUMO in hartree: -0.0078
2S+1: 1

Bonds (Å) are listed after each position.
Geometry (Å):
1 C -2.20435 -0.00621 0.23138  C2 1.486, H8 1.250, H9 1.185, H10 1.235
2 C -0.83848 -0.56950 0.07111  C1 1.486, O3 1.257, C4 1.618
3 O -0.48412 -1.70135 -0.34677  C2 1.257
4 C 0.15413 0.70657 -0.00047  C2 1.618, O5 1.195, N6 1.331
5 O -0.26850 1.79772 -0.24408  C4 1.195
6 N 1.47481 0.57426 -0.09663  C4 1.331, O7 1.480, H11 1.119
7 O 2.04144 -0.72425 0.33045  N6 1.480, H12 1.169
8 H -2.61595 -1.06346 0.75614  C1 1.250
9 H -2.57314 0.45125 -0.79816  C1 1.185
10 H -2.25345 0.83486 1.13431  C1 1.235
11 H 2.01148 1.34928 0.50628  N6 1.119
12 H 2.12899 -1.35380 -0.65107  O7 1.169

What should be chosen as the least stable of them? Choose B.